P) ORCA calculation (wB97M-V/def2-TZVPD) on a cluster of 8 separate species, C16H48O8 in total.

Computed properties:
- Gap between HOMO and LUMO: 9.655 eV
- E_LUMO: 0.184 eV
- E_HOMO: -9.470 eV

```
! wB97M-V def2-TZVPD RIJCOSX def2/J DEFGRID3
* xyz 0 1
C -70.00705 -110.44259 67.03989
C -68.51240 -110.70747 67.19136
O -67.80997 -110.11611 66.08868
H -70.56010 -110.86216 67.73836
H -70.48946 -110.76818 66.08405
H -70.17131 -109.23793 67.17363
H -68.39546 -111.74411 67.45500
H -68.20616 -109.95883 68.06762
H -66.85966 -110.24200 66.35933
C -71.96093 -108.10256 69.88576
C -71.51962 -106.89890 70.69909
O -71.07966 -105.80387 69.94467
H -72.96819 -108.15044 69.27288
H -72.17452 -109.07220 70.56165
H -71.08752 -108.43452 69.27483
H -70.97761 -107.16797 71.47847
H -72.45973 -106.67237 71.28743
H -70.63926 -105.09816 70.43134
C -62.65268 -101.36629 70.46440
C -63.88341 -102.17025 70.42703
O -63.67600 -103.50561 70.52742
H -62.84778 -100.39278 70.47244
H -61.97610 -101.95866 69.70869
H -62.18149 -101.60924 71.57982
H -64.22318 -101.89366 69.29755
H -64.66018 -101.68953 71.26378
H -64.04455 -104.01618 71.32072
C -65.71075 -103.24676 67.01774
C -67.10870 -103.70977 66.65628
O -67.37833 -103.33390 65.42640
H -64.84083 -103.76579 66.34288
H -65.42171 -103.50461 68.11428
H -65.64136 -102.14719 67.26786
H -67.82380 -103.46509 67.56818
H -66.94766 -104.75071 66.61465
H -68.34211 -103.53819 65.39015
C -64.03345 -110.95577 70.02728
C -64.28948 -109.60429 70.52956
O -64.42359 -108.72682 69.44003
H -63.22441 -111.10312 69.36818
H -64.98566 -111.46745 69.50451
H -63.83214 -111.50380 71.02341
H -63.28346 -109.45279 71.15690
H -65.19100 -109.67921 71.22332
H -64.99546 -108.02115 69.77499
C -67.71858 -107.07859 68.97102
C -67.22474 -106.16714 70.10274
O -65.79846 -106.19200 70.05423
H -67.68027 -106.59741 68.17636
H -68.72118 -107.08481 69.08476
H -67.42087 -108.14730 68.96354
H -67.47321 -106.43336 71.12110
H -67.48009 -105.07807 69.88216
H -65.48992 -105.89207 70.87486
C -68.40040 -109.98850 71.09461
C -68.34460 -110.31438 72.56549
O -67.89856 -109.17981 73.16966
H -67.45781 -109.63061 70.80070
H -69.30606 -109.45850 70.82796
H -68.40889 -110.98275 70.50931
H -67.50037 -110.83181 72.83360
H -69.15712 -110.55966 73.17119
H -67.98832 -109.30206 74.02867
C -66.58598 -104.06457 72.77160
C -65.74188 -105.31939 73.21761
O -64.46701 -105.32577 72.50941
H -67.48026 -104.14566 73.22788
H -66.43023 -104.00779 71.65595
H -66.10782 -103.21616 73.20681
H -66.49802 -106.13155 73.12770
H -65.77552 -105.34603 74.29739
H -63.95597 -106.05994 72.78793
*
```

Q) ORCA calculation (wB97M-V/def2-TZVPD) on a cluster of 8 separate species, C16H48O8 in total.

Computed properties:
- Gap between HOMO and LUMO: 10.417 eV
- E_LUMO: 0.490 eV
- E_HOMO: -9.927 eV

```
! wB97M-V def2-TZVPD RIJCOSX def2/J DEFGRID3
* xyz 0 1
C -1.27764 2.48582 2.57855
C -2.26826 3.01194 3.49918
O -1.83267 4.28853 4.02502
H -0.28911 2.26147 2.97926
H -1.09384 3.20943 1.78437
H -1.61225 1.51606 2.21016
H -2.40565 2.33956 4.34601
H -3.21712 2.98311 2.96352
H -2.57345 4.73006 4.44680
C 3.02999 -2.59626 -0.88479
C 3.85886 -3.17917 0.26058
O 3.17975 -3.50350 1.40135
H 2.35475 -3.28750 -1.38911
H 3.51203 -1.94224 -1.61142
H 2.34620 -1.94360 -0.34204
H 4.69049 -2.51872 0.50612
H 4.43030 -3.99491 -0.18227
H 2.87432 -2.68492 1.79916
C 3.98065 1.09131 -4.17296
C 3.00316 2.03695 -3.47241
O 2.94411 3.16843 -4.25179
H 4.39342 0.30732 -3.53808
H 4.89974 1.53190 -4.55929
H 3.49216 0.76328 -5.09050
H 3.39813 2.23805 -2.47659
H 2.01218 1.58994 -3.39346
H 2.38169 3.84159 -3.86173
C 0.08731 -2.29228 4.12295
C -0.41732 -0.98710 3.51907
O -0.92841 -0.17318 4.52988
H 0.78302 -2.72063 3.40142
H -0.72828 -3.00803 4.22592
H 0.56945 -2.12772 5.08657
H -1.27261 -1.20137 2.87824
H 0.33599 -0.54457 2.86731
H -1.67551 -0.60670 4.94882
C 2.70952 1.47143 1.28143
C 3.63562 0.30563 1.55900
O 2.96569 -0.62086 2.35876
H 2.46867 1.92351 2.24357
H 1.82732 1.06558 0.78634
H 3.11778 2.16960 0.55069
H 4.53743 0.61414 2.08783
H 3.96569 -0.10393 0.60432
H 2.72375 -0.15738 3.16390
C -0.38852 -0.80004 0.09646
C 0.02415 -0.68389 -1.33971
O -0.96926 0.08962 -2.11868
H -1.37300 -1.24296 0.24718
H -0.52873 0.20310 0.49914
H 0.32459 -1.37173 0.69039
H 0.04160 -1.69771 -1.73966
H 1.01137 -0.23676 -1.45625
H -1.74643 -0.46521 -2.21752
C -1.91256 -2.96678 -4.17999
C -3.26788 -2.30704 -3.97069
O -3.18888 -1.38873 -2.93258
H -2.01635 -3.72609 -4.95508
H -1.60833 -3.44252 -3.24767
H -1.16734 -2.17572 -4.26354
H -4.02969 -3.01966 -3.65459
H -3.65856 -1.86089 -4.88525
H -4.06270 -1.02907 -2.76322
C -4.31079 2.80287 -0.58374
C -4.22320 1.32612 -0.02531
O -5.47759 0.77342 0.03668
H -5.13926 3.29935 -0.07852
H -4.45288 2.75407 -1.66334
H -3.32350 3.23994 -0.43433
H -3.98989 1.20011 1.03194
H -3.49546 0.74085 -0.58740
H -5.98817 1.23492 0.70595
*
```

R) ORCA calculation (wB97M-V/def2-TZVPD) on a cluster of 8 separate species, C16H48O8 in total.

Computed properties:
- Gap between HOMO and LUMO: 10.243 eV
- E_LUMO: 0.600 eV
- E_HOMO: -9.644 eV

```
! wB97M-V def2-TZVPD RIJCOSX def2/J DEFGRID3
* xyz 0 1
C 7.75551 2.40989 0.70554
C 7.51886 3.10347 -0.61462
O 6.67104 2.36248 -1.52068
H 8.28588 1.46743 0.58225
H 6.77621 2.14813 1.12470
H 8.25316 3.08396 1.40003
H 8.44264 3.13930 -1.19589
H 7.08343 4.09645 -0.48484
H 5.83344 2.18363 -1.05586
C 0.73801 5.44585 -4.57668
C 1.87698 6.36938 -4.06512
O 1.53354 7.07064 -2.88372
H 0.99212 4.41728 -4.31722
H 0.63661 5.51777 -5.65738
H -0.20362 5.65054 -4.06593
H 2.20142 7.05978 -4.84674
H 2.70422 5.70757 -3.80911
H 0.59414 7.26852 -2.88925
C 0.72027 2.91665 -7.69564
C 2.12337 2.91373 -7.16359
O 2.05730 2.17341 -5.92906
H 0.49213 3.45480 -8.61654
H 0.01714 3.27756 -6.94271
H 0.43711 1.87743 -7.89077
H 2.51209 3.92349 -6.98455
H 2.84921 2.36516 -7.77117
H 2.96780 2.06732 -5.62584
C 9.42902 4.15574 -4.06762
C 9.85384 5.45020 -3.42842
O 11.19503 5.80336 -3.75409
H 9.96976 3.28331 -3.68190
H 9.40949 4.06283 -5.15276
H 8.39284 3.92557 -3.77564
H 9.72912 5.46869 -2.34141
H 9.22788 6.25869 -3.81566
H 11.76441 5.03287 -3.68251
C 9.35829 1.72842 -7.41963
C 8.04000 2.46061 -7.63664
O 6.98194 1.47247 -7.77154
H 10.10387 2.44125 -7.05825
H 9.70098 1.22649 -8.32179
H 9.19520 1.00822 -6.61940
H 7.96421 3.15186 -8.47823
H 7.75648 3.02776 -6.75061
H 7.15182 0.98803 -8.58526
C 4.68133 3.17077 -3.96631
C 5.49857 2.71025 -5.14208
O 4.96081 1.46528 -5.63545
H 4.44190 2.32324 -3.32262
H 3.74699 3.64748 -4.26895
H 5.26215 3.84849 -3.33992
H 6.52954 2.48404 -4.83618
H 5.57392 3.44085 -5.95424
H 5.50126 1.27262 -6.41608
C 3.25164 3.66146 -0.72724
C 3.38125 2.63999 0.38591
O 4.32318 1.62718 -0.04392
H 4.25807 3.92735 -1.06991
H 2.77464 4.59360 -0.43334
H 2.73678 3.22171 -1.58022
H 2.39931 2.17918 0.51578
H 3.77235 3.07629 1.30625
H 4.17555 0.87568 0.53832
C 8.19486 -1.56597 -3.41936
C 8.50707 -0.06972 -3.31955
O 8.49368 0.37620 -1.97852
H 8.64474 -2.13107 -2.60649
H 8.46122 -1.96155 -4.40025
H 7.11221 -1.70887 -3.32493
H 7.78608 0.49901 -3.91542
H 9.48762 0.09318 -3.78269
H 7.68668 0.92421 -1.88142
*
```

List of relative energies, unit eV: P) 8.747; Q) 1.665; R) 0.000

P) ORCA calculation (wB97M-V/def2-TZVPD) on the ion C8H12NO2 with charge +1.

Computed properties:
- Gap between HOMO and LUMO: 10.283 eV
- E_LUMO: -3.520 eV
- E_HOMO: -13.803 eV

```
! wB97M-V def2-TZVPD RIJCOSX def2/J DEFGRID3
* xyz 1 1
C 0.28767 -1.18949 -2.63273
C -0.61346 -0.14740 -1.97843
O -1.56336 0.29655 -2.61588
C -0.38311 0.36576 -0.55362
N -1.35876 1.35818 -0.12324
C -1.25820 -0.06576 0.51791
C -0.82002 -0.27965 2.00312
C 0.58881 0.36705 2.18869
C 1.64193 -0.13846 1.01314
C 1.46777 0.57713 -0.23786
O 2.15983 1.03748 -1.08044
H -0.06607 -1.38664 -3.64447
H 0.08337 -2.15477 -2.13878
H 1.37137 -1.00287 -2.54371
H -2.01261 1.65502 -0.87483
H -1.23543 2.24072 0.43405
H -2.04986 -0.75964 0.11160
H -0.64859 -1.29541 2.08792
H -1.56340 0.09880 2.78443
H 1.01756 0.06107 3.13137
H 0.65598 1.44867 1.95750
H 1.64892 -1.23035 0.80475
H 2.64964 0.14402 1.38951
*
```

Q) ORCA calculation (wB97M-V/def2-TZVPD) on the ion C8H12NO2 with charge +1.

Computed properties:
- Gap between HOMO and LUMO: 8.571 eV
- E_LUMO: -4.170 eV
- E_HOMO: -12.741 eV

```
! wB97M-V def2-TZVPD RIJCOSX def2/J DEFGRID3
* xyz 1 1
C 1.11469 0.22746 -2.98021
C 0.17282 0.30113 -1.82220
C 0.82455 0.44035 -0.49746
O 1.95659 1.06697 -0.38155
N 0.28865 -0.08765 0.59437
C 0.77836 0.27302 1.84315
C 0.11284 -0.15991 2.94606
C -1.06386 -1.04290 2.82531
C -1.70626 -1.13413 1.65364
C -1.05880 -0.59062 0.40482
O -1.72968 0.48725 -0.19390
H 1.64003 -0.71311 -3.09136
H 1.91047 0.85968 -2.96107
H 0.66044 0.55626 -3.85269
H -0.68808 0.99281 -1.93993
H -0.58433 -0.54410 -1.87518
H 2.32769 1.51887 -1.21997
H 1.71773 0.82447 1.76281
H 0.50581 0.17658 3.86214
H -1.49555 -1.56158 3.73126
H -2.49898 -1.73982 1.20885
H -1.10069 -1.42376 -0.26095
H -2.08444 1.27273 0.24405
*
```

List of relative energies, unit eV: P) 0.452; Q) 0.000

P) ORCA calculation (wB97M-V/def2-TZVPD) on a structure of composition C21H25CdF3N6O8PS4.

Computed properties:
- Expectation value of S²: 0.75
- Gap between HOMO and LUMO (alpha / beta): 5.916 / 7.032 eV
- E_LUMO (alpha / beta): 4.503 / 4.249 eV
- E_HOMO (alpha / beta): -1.413 / -2.783 eV

```
! wB97M-V def2-TZVPD RIJCOSX def2/J DEFGRID3
* xyz -2 2
Cd 0.44536 0.80256 0.07391
N -4.27851 -3.85820 -3.30770
C -2.93754 -3.50466 -3.05948
C -2.63282 -2.55569 -2.08699
C -1.31727 -2.23706 -1.80966
C -0.29217 -2.85388 -2.51169
C -0.58012 -3.79462 -3.48485
C -1.90084 -4.12337 -3.75506
S 1.39856 -2.50180 -2.09240
O 1.60223 -3.19101 -0.82810
O 2.22195 -2.95373 -3.19065
N 1.49901 -0.93907 -1.79751
C 1.19017 -0.06765 -2.79936
N 0.66602 -0.50246 -3.96709
C 0.25949 0.39908 -4.83855
C 0.36691 1.75998 -4.61911
C 0.91324 2.11385 -3.40501
N 1.33473 1.24806 -2.49039
H -4.93143 -3.13044 -3.06116
H -4.43979 -4.18527 -4.24682
H -3.43462 -2.04824 -1.56142
H -1.08657 -1.47448 -1.07647
H 0.23715 -4.24146 -4.03738
H -2.13523 -4.85546 -4.52226
H -0.19258 0.00848 -5.74682
H -0.00737 2.49694 -5.31397
H 1.03762 3.16096 -3.14336
C 0.64214 5.09307 5.59675
C 0.76863 3.58335 5.61139
O -0.20073 3.03327 4.72879
P 0.29416 1.88983 3.65894
S 1.60511 2.78329 2.44878
S 0.74036 0.24019 4.59975
O -1.11108 1.67304 2.90435
C -1.76128 2.75683 2.22138
C -3.05515 2.22252 1.65002
H 1.38185 5.54493 6.26434
H -0.35714 5.39653 5.91774
H 0.80857 5.45996 4.58286
H 0.58966 3.18095 6.61235
H 1.77527 3.29005 5.30638
H -1.10299 3.13171 1.43536
H -1.93923 3.56423 2.93432
H -2.86752 1.33499 1.04514
H -3.52774 2.97134 1.01188
H -3.74346 1.95095 2.45265
N 2.18595 -4.69793 1.61293
C 3.09571 -4.07931 2.41520
O 3.73433 -4.65853 3.28199
C 3.25170 -2.61947 2.14114
C 4.49892 -2.02828 2.24216
C 4.63390 -0.69162 1.91423
C 3.50787 0.00518 1.50246
N 2.30186 -0.54905 1.44061
C 2.17765 -1.82971 1.75316
H 2.15779 -5.70161 1.66859
H 1.97750 -4.26505 0.71788
H 5.34316 -2.62647 2.56303
H 5.59259 -0.19349 1.97311
H 3.55723 1.05674 1.24725
H 1.17511 -2.23885 1.72000
F -3.41873 3.71616 -1.50453
C -2.42293 2.97769 -2.01740
F -2.14724 3.48560 -3.23167
F -1.34154 3.19100 -1.25068
S -2.89128 1.15705 -2.11684
O -4.21687 1.14418 -1.54333
O -2.81370 0.88843 -3.53203
O -1.88396 0.48493 -1.30104
*
```

Q) ORCA calculation (wB97M-V/def2-TZVPD) on a structure of composition C21H25CdF3N6O8PS4.

Computed properties:
- Expectation value of S²: 0.76
- Gap between HOMO and LUMO (alpha / beta): 5.285 / 6.213 eV
- E_LUMO (alpha / beta): 4.331 / 4.331 eV
- E_HOMO (alpha / beta): -0.953 / -1.882 eV

```
! wB97M-V def2-TZVPD RIJCOSX def2/J DEFGRID3
* xyz -2 2
Cd -1.37662 -0.46750 -0.34584
N 2.82300 6.67582 1.42323
C 1.75375 5.77312 1.57006
C 0.43333 6.21761 1.49255
C -0.60989 5.33156 1.69471
C -0.34950 4.00076 1.97379
C 0.95546 3.55035 2.05220
C 2.00388 4.43316 1.85323
S -1.69903 2.84607 2.21727
O -2.90591 3.62632 2.37582
O -1.30579 2.05823 3.36732
N -1.74589 1.84377 0.95324
C -2.04153 2.36013 -0.25582
N -2.03466 3.69397 -0.49932
C -2.35168 4.10624 -1.70958
C -2.69350 3.25225 -2.74538
C -2.63305 1.90183 -2.43574
N -2.32552 1.45446 -1.23664
H 2.60426 7.46166 0.83225
H 3.68199 6.22709 1.14840
H 0.23003 7.25909 1.26524
H -1.64424 5.63792 1.62632
H 1.14218 2.50598 2.25838
H 3.03005 4.08594 1.90931
H -2.31334 5.18509 -1.85673
H -2.97497 3.60810 -3.72518
H -2.83877 1.13399 -3.17662
C -1.88767 -6.59378 -2.73666
C -1.90694 -5.08398 -2.91693
O -2.83487 -4.52432 -2.00660
P -2.57108 -3.06545 -1.20211
S -3.36807 -1.44991 0.65891
S -1.73759 -1.86955 -2.60954
O -1.19579 -3.51986 -0.37067
C -1.26256 -4.04969 0.95264
C -1.78937 -5.47901 0.97195
H -1.26109 -7.06785 -3.49664
H -2.90413 -6.98341 -2.81879
H -1.49679 -6.84811 -1.75092
H -2.21270 -4.82821 -3.93777
H -0.91266 -4.65923 -2.75590
H -1.89832 -3.41132 1.56761
H -0.24123 -4.00943 1.33772
H -2.79906 -5.50152 0.56026
H -1.81442 -5.85187 1.99891
H -1.15315 -6.13124 0.36878
N 4.15870 -2.74546 0.27719
C 4.01320 -2.38039 1.56406
O 4.83330 -2.65444 2.43543
C 2.75509 -1.62469 1.87956
C 2.78166 -0.66024 2.87744
C 1.61830 0.01764 3.18669
C 0.46508 -0.26071 2.46583
N 0.41786 -1.19967 1.52249
C 1.53737 -1.87212 1.24581
H 5.02328 -3.17746 0.00432
H 3.52658 -2.40721 -0.44196
H 3.71030 -0.47892 3.40399
H 1.58661 0.74017 3.99190
H -0.45113 0.27917 2.66598
H 1.43449 -2.68883 0.54302
F 2.77457 1.02140 -4.07922
C 1.58103 1.15323 -3.46055
F 1.33695 2.47157 -3.34075
F 0.65246 0.63421 -4.26630
S 1.65306 0.34603 -1.78708
O 1.75449 -1.05555 -2.12950
O 2.85278 0.91810 -1.22542
O 0.41741 0.78885 -1.17365
*
```

List of relative energies, unit eV: P) 0.000; Q) 0.780

P) ORCA calculation (wB97M-V/def2-TZVPD) on a cluster of 2 separate species, C2H7N in total.

Computed properties:
- Expectation value of S²: 0.76
- Gap between HOMO and LUMO (alpha / beta): 10.161 / 5.948 eV
- E_LUMO (alpha / beta): -6.354 / -10.563 eV
- E_HOMO (alpha / beta): -16.514 / -16.512 eV

```
! wB97M-V def2-TZVPD RIJCOSX def2/J DEFGRID3
* xyz 1 2
C 2.00304 -0.13307 -0.41832
H 2.88400 0.18492 -0.94525
H 1.26184 -0.70505 -1.00077
H 2.33006 -0.86488 0.33671
H 1.47386 0.64413 0.14374
C -1.75917 0.42427 0.17066
N -2.72336 0.06905 0.87151
H -1.52129 1.52998 0.27912
H -1.05567 -0.19888 -0.38281
H -2.89332 -0.95048 0.94540
*
```

Q) ORCA calculation (wB97M-V/def2-TZVPD) on a cluster of 2 separate species, C2H7N in total.

Computed properties:
- Expectation value of S²: 0.76
- Gap between HOMO and LUMO (alpha / beta): 10.973 / 7.131 eV
- E_LUMO (alpha / beta): -6.274 / -10.113 eV
- E_HOMO (alpha / beta): -17.246 / -17.244 eV

```
! wB97M-V def2-TZVPD RIJCOSX def2/J DEFGRID3
* xyz 1 2
C 1.17608 -1.01501 0.78222
H 0.50473 -1.82519 0.50197
H 1.51871 -0.59894 -0.16949
H 2.00422 -1.27958 1.42314
H 0.55128 -0.26884 1.28366
C -1.30396 0.77483 -1.06176
N -1.33541 1.56218 -0.12397
H -2.23177 0.41579 -1.53055
H -0.37566 0.46567 -1.57032
H -0.50820 1.76908 0.46510
*
```

List of relative energies, unit eV: P) 0.369; Q) 0.000